1.
{"formula": "C18H13ClN4O2", "method": "wB97M-V/def2-TZVPD", "e_tot_ha": -1522.94357, "e_lumo_ha": -0.009, "spin_multiplicity": 1, "homo_lumo_gap_ev": 7.2138, "species": ["C", "C", "N", "N", "C", "C", "C", "C", "C", "C", "C", "C", "C", "C", "C", "Cl", "C", "C", "O", "C", "C", "N", "C", "N", "O", "H", "H", "H", "H", "H", "H", "H", "H", "H", "H", "H", "H", "H"], "coordinates": [[3.34971, 1.91827, 0.89579], [3.12726, 0.73124, 1.58676], [3.88960, 0.54577, 2.95111], [3.65706, -0.52886, 3.32526], [2.66217, -1.19945, 2.54769], [2.32634, -0.47897, 1.34133], [1.60744, -0.64497, 0.30516], [0.26714, 0.03214, 0.31740], [-0.12376, 0.97016, 1.13579], [-1.38280, 1.53841, 0.75490], [-1.46667, 1.11710, -0.60049], [-2.42748, 1.13604, -1.61219], [-2.45576, 0.12267, -2.91171], [-3.37847, 0.27161, -3.70389], [-4.17442, 1.30666, -3.79686], [-5.48163, 1.46944, -5.09916], [-4.34562, 2.09718, -2.50989], [-3.44640, 1.98363, -1.63923], [-0.41420, 0.11661, -0.67124], [0.99795, -2.17376, 0.65920], [0.16031, -3.02550, -0.24312], [-0.36718, -3.43589, -1.09795], [1.38171, -2.94415, 1.79166], [0.69803, -4.13592, 2.14626], [2.20179, -2.48912, 2.73646], [4.10269, 1.54258, 0.08610], [3.84482, 2.72138, 1.33626], [2.34234, 2.16135, 0.55745], [4.50382, 1.19105, 3.53324], [2.11276, -0.80115, -0.67119], [0.14938, 1.06932, 2.15031], [-2.09673, 2.27777, 1.08241], [-1.70237, -0.73187, -2.87242], [-3.25603, -0.19102, -4.62487], [-4.94375, 2.80288, -2.87164], [-3.49232, 2.73255, -0.68022], [0.34665, -4.51043, 1.43769], [1.22661, -4.56478, 2.92784]]}

---

2.
{"formula": "C6H7O4S2", "method": "wB97M-V/def2-TZVPD", "charge": -1, "e_tot_ha": -1329.98729, "e_lumo_ha": [0.078, 0.068], "spin_multiplicity": 1, "homo_lumo_gap_ev": [7.6260, 6.6378], "species": ["C", "C", "C", "C", "C", "C", "O", "O", "O", "O", "S", "S", "H", "H", "H", "H", "H", "H", "H"], "coordinates": [[0.44542, 1.24242, 0.28171], [0.39853, 0.44190, -0.82364], [-0.19098, 0.76726, 1.41951], [-0.86346, -1.17803, -0.15843], [-0.39550, 1.60674, 2.60570], [-0.46762, -2.33730, -1.04235], [1.41035, 1.93952, -2.57877], [-1.01483, -1.51694, 2.55855], [-0.25560, 0.36983, -3.34879], [1.92375, -0.49968, -2.70733], [-0.18174, -0.94407, 1.44448], [0.95412, 0.57491, -2.52418], [1.00570, 2.15200, 0.04533], [-1.01606, 0.93644, 3.15792], [-0.92847, 2.53854, 2.29385], [0.60129, 2.05904, 3.06417], [-0.83255, -2.30496, -2.06535], [-1.20573, -3.24389, -0.57713], [0.61338, -2.60373, -1.04525]]}